Molecular formula: C30H84F3N4O18Zr
Method: DFT, the ωB97M-V functional and the def2-TZVPD basis

Positions of all 140 atoms, in Å:
1 Zr 9.08 -28.16 -9.05
2 C 10.79 -25.39 -10.48
3 O 11.95 -25.46 -9.67
4 O 9.95 -26.39 -10.03
5 C 10.30 -23.90 -10.39
6 F 11.04 -23.20 -11.25
7 F 9.02 -23.68 -10.65
8 F 10.58 -23.40 -9.18
9 C 13.18 -25.15 -10.29
10 C 14.28 -25.34 -9.24
11 H 15.33 -25.24 -9.50
12 H 14.22 -24.60 -8.44
13 H 14.13 -26.30 -8.72
14 H 13.25 -24.14 -10.67
15 H 13.44 -25.81 -11.12
16 H 11.12 -25.63 -11.49
17 C 16.85 -27.92 -10.97
18 C 18.34 -27.96 -10.80
19 C 19.09 -29.30 -10.85
20 O 18.75 -30.04 -12.00
21 C 19.75 -31.01 -12.25
22 N 18.98 -27.05 -11.80
23 H 16.54 -26.95 -11.35
24 H 16.41 -28.26 -10.03
25 H 16.46 -28.59 -11.74
26 H 18.66 -27.40 -9.92
27 H 18.78 -29.95 -10.02
28 H 20.13 -29.05 -10.66
29 H 20.64 -30.57 -12.71
30 H 19.41 -31.76 -12.96
31 H 20.14 -31.52 -11.37
32 H 19.84 -27.36 -12.24
33 H 18.38 -26.95 -12.62
34 C 7.11 -23.31 -7.91
35 C 6.27 -24.17 -6.97
36 C 5.15 -23.49 -6.16
37 O 5.82 -22.67 -5.20
38 C 5.69 -21.28 -5.40
39 N 5.67 -25.28 -7.70
40 H 6.52 -22.64 -8.55
41 H 7.88 -23.82 -8.48
42 H 7.56 -22.52 -7.30
43 H 6.96 -24.57 -6.23
44 H 4.49 -24.16 -5.62
45 H 4.63 -22.90 -6.93
46 H 6.11 -20.75 -4.55
47 H 4.64 -21.04 -5.55
48 H 6.21 -21.04 -6.33
49 H 5.01 -25.85 -7.20
50 H 5.01 -24.79 -8.30
51 C 12.04 -24.63 -16.16
52 C 12.34 -23.40 -15.32
53 C 11.27 -23.13 -14.23
54 O 10.10 -22.65 -14.83
55 C 8.88 -22.74 -14.13
56 N 13.64 -23.62 -14.66
57 H 11.17 -24.43 -16.80
58 H 11.73 -25.53 -15.62
59 H 12.89 -24.98 -16.73
60 H 12.42 -22.49 -15.92
61 H 11.65 -22.30 -13.62
62 H 11.06 -23.99 -13.59
63 H 8.08 -22.25 -14.67
64 H 8.88 -22.43 -13.08
65 H 8.72 -23.82 -14.11
66 H 14.28 -24.13 -15.25
67 H 14.15 -22.79 -14.39
68 C 7.98 -24.35 -2.70
69 C 8.46 -25.30 -3.86
70 C 9.66 -24.52 -4.54
71 O 9.96 -25.11 -5.75
72 C 11.10 -24.64 -6.47
73 N 8.91 -26.58 -3.29
74 H 7.32 -25.01 -2.14
75 H 7.28 -23.61 -3.06
76 H 8.77 -24.03 -2.02
77 H 7.62 -25.46 -4.53
78 H 10.54 -24.43 -3.90
79 H 9.18 -23.54 -4.66
80 H 12.03 -25.01 -6.03
81 H 11.27 -23.56 -6.52
82 H 11.14 -25.09 -7.46
83 H 9.42 -26.98 -4.08
84 H 9.61 -26.27 -2.62
85 C 13.92 -28.08 -12.91
86 C 12.85 -27.40 -13.81
87 O 11.97 -28.32 -14.36
88 O 13.27 -28.47 -11.70
89 H 14.67 -27.31 -12.73
90 H 14.36 -28.98 -13.34
91 H 13.47 -26.90 -14.56
92 H 12.40 -26.57 -13.26
93 H 11.55 -28.87 -13.68
94 H 13.69 -29.29 -11.41
95 C 12.79 -20.06 -8.55
96 C 13.11 -21.51 -8.15
97 O 14.01 -21.65 -7.05
98 O 13.88 -19.32 -8.99
99 H 12.38 -19.61 -7.64
100 H 12.00 -20.04 -9.30
101 H 13.55 -22.03 -9.00
102 H 12.15 -22.01 -8.04
103 H 14.87 -21.92 -7.37
104 H 14.39 -19.08 -8.21
105 C 7.96 -20.21 -10.21
106 C 7.81 -19.39 -11.55
107 O 7.56 -18.03 -11.27
108 O 6.75 -20.26 -9.49
109 H 8.77 -19.88 -9.55
110 H 8.14 -21.20 -10.63
111 H 6.91 -19.77 -12.05
112 H 8.71 -19.47 -12.18
113 H 7.75 -17.48 -12.04
114 H 6.84 -19.61 -8.79
115 C 16.50 -29.18 -7.34
116 C 16.11 -29.09 -5.88
117 O 16.91 -29.93 -5.06
118 O 15.92 -30.23 -8.05
119 H 17.58 -29.14 -7.49
120 H 16.07 -28.27 -7.79
121 H 15.07 -29.43 -5.81
122 H 16.25 -28.08 -5.50
123 H 16.40 -30.22 -4.30
124 H 15.85 -30.07 -9.00
125 C 15.63 -21.78 -12.27
126 C 17.12 -21.61 -11.63
127 O 17.99 -22.44 -12.38
128 O 15.76 -21.40 -13.60
129 H 14.99 -21.11 -11.69
130 H 15.28 -22.81 -12.20
131 H 17.03 -21.87 -10.57
132 H 17.34 -20.59 -11.93
133 H 18.04 -23.33 -11.95
134 H 16.37 -21.95 -14.10
135 O 17.99 -24.59 -10.91
136 H 18.55 -25.33 -11.23
137 H 17.57 -24.93 -10.12
138 O 11.03 -28.98 -9.70
139 H 11.56 -29.55 -9.13
140 H 11.68 -28.52 -10.27

Summary:
Orbital gap ... 1.32 eV
HOMO level ... -0.547 Eh
E_LUMO ... -13.55 eV
Total charge ... +3



Molecular formula: C30H84Fe2N6O17S2
Method: DFT, the ωB97M-V functional and the def2-TZVPD basis

Positions of all 141 atoms, in Å:
1 Fe -11.68 4.76 9.06
2 Fe -13.74 3.79 13.27
3 S -13.61 6.26 11.05
4 O -13.72 7.60 11.55
5 O -12.47 6.03 10.22
6 O -13.61 5.27 12.12
7 O -14.69 5.98 10.12
8 S -12.71 2.49 11.18
9 O -14.06 2.71 11.66
10 O -12.41 3.36 10.07
11 O -12.15 3.20 12.32
12 O -12.27 1.12 11.15
13 C -8.79 5.00 12.35
14 C -9.65 5.68 11.34
15 C -8.94 6.99 10.71
16 O -8.27 6.75 9.53
17 C -7.69 7.89 9.04
18 N -10.03 4.62 10.42
19 H -8.61 5.54 13.27
20 H -7.81 4.88 11.88
21 H -9.16 4.07 12.77
22 H -10.49 6.03 11.94
23 H -8.40 7.50 11.51
24 H -9.80 7.64 10.54
25 H -6.78 8.05 9.62
26 H -8.30 8.78 8.88
27 H -7.24 7.61 8.09
28 H -9.10 4.27 10.22
29 H -10.22 3.87 11.07
30 C -11.64 6.65 15.81
31 C -11.68 5.46 14.84
32 C -10.87 4.35 15.52
33 O -10.96 3.21 14.72
34 C -10.14 2.17 15.14
35 N -13.10 5.03 14.81
36 H -11.75 7.67 15.44
37 H -10.65 6.80 16.25
38 H -12.22 6.54 16.72
39 H -11.34 5.63 13.81
40 H -11.29 4.21 16.52
41 H -9.87 4.71 15.76
42 H -9.14 2.53 15.42
43 H -10.04 1.55 14.24
44 H -10.45 1.60 16.02
45 H -13.34 4.97 15.79
46 H -13.48 5.96 14.78
47 C -17.88 4.98 14.27
48 C -16.44 4.65 14.76
49 C -16.55 3.90 16.05
50 O -15.18 3.63 16.40
51 C -15.05 3.14 17.75
52 N -15.76 3.90 13.67
53 H -18.33 4.12 13.77
54 H -18.06 5.81 13.59
55 H -18.60 5.24 15.05
56 H -15.85 5.54 15.01
57 H -17.15 3.00 15.96
58 H -17.16 4.42 16.79
59 H -15.45 3.86 18.47
60 H -13.99 2.99 17.90
61 H -15.60 2.20 17.88
62 H -16.16 4.18 12.78
63 H -16.41 3.13 13.69
64 C -8.75 4.16 5.98
65 C -9.48 4.72 7.21
66 C -10.11 6.08 6.93
67 O -11.03 6.42 7.95
68 C -11.37 7.79 7.91
69 N -10.55 3.83 7.63
70 H -9.37 4.20 5.08
71 H -8.68 3.09 6.17
72 H -7.76 4.54 5.77
73 H -8.75 4.80 8.02
74 H -10.64 5.99 5.98
75 H -9.27 6.77 6.94
76 H -11.78 8.14 6.96
77 H -10.52 8.41 8.22
78 H -12.13 8.03 8.66
79 H -11.01 3.66 6.75
80 H -10.14 2.91 7.59
81 C -15.15 9.98 14.28
82 C -14.66 8.64 14.81
83 C -15.00 8.29 16.28
84 O -14.43 7.07 16.81
85 C -14.86 6.80 18.13
86 N -15.11 7.59 13.92
87 H -16.19 10.28 14.19
88 H -14.52 10.00 13.38
89 H -14.74 10.77 14.90
90 H -13.57 8.63 14.79
91 H -16.08 8.17 16.39
92 H -14.73 9.09 16.97
93 H -14.68 7.55 18.91
94 H -14.37 5.86 18.37
95 H -15.94 6.78 18.24
96 H -14.56 7.60 13.07
97 H -16.03 7.83 13.57
98 C -15.51 3.73 7.62
99 C -14.02 3.79 7.32
100 C -13.63 3.79 5.82
101 O -12.19 3.66 5.66
102 C -11.86 3.20 4.36
103 N -13.53 5.03 7.91
104 H -16.04 3.27 6.79
105 H -15.83 4.74 7.87
106 H -15.68 3.19 8.55
107 H -13.60 2.90 7.79
108 H -13.90 4.71 5.30
109 H -14.15 2.95 5.36
110 H -12.03 4.00 3.64
111 H -12.41 2.27 4.20
112 H -10.84 2.81 4.38
113 H -13.81 5.72 7.23
114 H -14.16 5.23 8.67
115 C -10.07 10.46 13.13
116 C -10.99 9.24 13.08
117 O -11.67 9.41 11.88
118 H -9.70 10.86 12.18
119 H -9.27 10.08 13.77
120 H -10.44 11.29 13.74
121 H -11.56 9.36 14.01
122 H -10.40 8.32 13.07
123 H -12.39 8.78 11.83
124 C -15.54 10.39 7.28
125 C -15.27 9.64 8.53
126 O -15.53 8.24 8.24
127 H -14.99 9.87 6.49
128 H -15.18 11.42 7.26
129 H -16.60 10.42 7.04
130 H -15.80 10.13 9.35
131 H -14.24 9.63 8.89
132 H -15.31 7.80 9.06
133 C -19.25 3.88 11.20
134 C -18.04 4.42 10.37
135 O -16.89 4.56 11.22
136 H -18.95 2.88 11.51
137 H -20.12 3.84 10.55
138 H -19.41 4.44 12.13
139 H -18.37 5.39 10.01
140 H -17.74 3.65 9.66
141 H -16.23 4.89 10.61

Summary:
ΔE to the lowest compared entry with this formula, charge and spin ... 0.0000 eV
Orbital gap (spin up / spin down) ... 9.53 / 6.54 eV
HOMO level (spin up / spin down) ... -0.492 / -0.492 Eh
Spin multiplicity ... 11
E_LUMO (spin up / spin down) ... -3.85 / -6.84 eV
Total charge ... +2



> What is the total charge in the second record?

+2